# 1
Below is a 2-piece molecular cluster, C7H19N6OS overall in a non-equilibrium geometry, with properties calculated with ωB97M-V/def2-TZVPD.

Geometry as ORCA input:
```
! wB97M-V def2-TZVPD RIJCOSX def2/J DEFGRID3
* xyz 1 3
C -0.96320 0.28733 2.29061
C 0.93674 -1.05450 0.29075
C 1.60177 -2.63438 1.92528
C -2.34936 -0.10744 -1.60534
C 2.16928 0.81699 -2.21884
C -0.70442 1.49592 1.43092
C 0.55590 1.28247 0.49703
N -1.03114 0.54944 3.57646
N 1.45133 -1.31484 1.45988
N -1.34967 0.80586 -1.98133
N 0.82730 1.22497 -2.32261
N 0.60943 0.06351 -0.17141
N -0.07637 0.37645 -1.98642
O -1.41936 -0.74329 1.82938
S 0.83022 -2.47668 -0.81747
H 0.97135 -3.21554 1.18347
H 2.63268 -2.97366 1.79957
H 1.37859 -2.81822 2.98725
H -2.29165 -0.35178 -0.60251
H -3.39632 0.28405 -1.81280
H -2.24122 -1.12074 -2.10151
H 2.35955 -0.22012 -2.53989
H 2.79955 1.48057 -2.80866
H 2.48885 0.94704 -1.09889
H -0.51953 2.32042 2.08536
H -1.47049 1.71813 0.77616
H 0.66597 2.15797 -0.25706
H 1.41933 1.33854 1.17108
H -0.64520 1.40452 4.03782
H -1.16628 -0.31205 4.24597
H 1.68988 -0.63065 2.22957
H -1.66874 1.73151 -1.95725
H 0.85148 2.22459 -2.22108
H 0.38489 -1.61223 -1.73879
*
```

Frontier orbital gap (spin up / spin down) in Eh: 0.2578 / 0.2321
LUMO energy (spin up / spin down) in eV: -2.5265 / -6.0820
Expectation value of S²: 2.011

These are the Löwdin partial charges, in e, on atoms 1 to 5: -0.608 -0.670 -0.110 -0.091 -0.089

=====

# 2
Below is one molecule with the formula C4H8NOP in a non-equilibrium geometry, with properties calculated with ωB97M-V/def2-TZVPD.

Geometry as ORCA input:
```
! wB97M-V def2-TZVPD RIJCOSX def2/J DEFGRID3
* xyz 0 1
C -1.36535 -1.13689 -0.82480
C 1.66955 -0.49632 0.21760
C 0.83417 0.65492 0.97630
C -0.21073 1.34196 0.10871
N -1.68791 -2.27654 -0.80898
O -2.23619 1.18187 -1.83267
P -1.76024 0.57474 -0.56980
H 1.03289 -1.25586 -0.00464
H 2.53221 -1.03389 0.79615
H 0.38691 0.11806 1.75742
H 1.30632 1.50771 1.37675
H -0.59367 2.13809 0.82043
H 0.38445 1.82730 -0.70215
H -2.36172 -3.05895 -0.55126
H 2.06931 -0.08619 -0.75906
*
```

Frontier orbital gap (spin up / spin down) in Eh: 0.2829 / 0.2829
LUMO energy (spin up / spin down) in eV: -0.1842 / -0.1850

These are the Löwdin partial charges, in e, on atoms 1 to 5: -0.249 -0.090 -0.286 -0.368 0.132

=====

no.,E_tot (eV)
1,-29377.198
2,-17101.290